ORCA calculation (the ωB97M-V functional and the def2-TZVPD basis) on one molecule with the formula C4H5F3N2 at a distorted geometry.

Each line ends with the Mulliken charge.
Atoms and positions in Å:
H1 2.1676 -1.7622 0.3719  0.26
N1 2.0467 -0.7775 0.6000  -0.64
C1 0.8845 -0.4709 0.3457  0.41
C2 -0.5260 -0.6473 -0.1058  -0.16
N2 -1.4666 -1.4952 0.6955  -0.59
C3 -0.0124 0.6990 0.4075  -0.50
C4 0.1771 1.7293 -0.8900  0.75
F1 1.1757 2.5464 -0.6933  -0.22
F2 0.2640 1.0290 -2.0803  -0.28
F3 -0.9311 2.4131 -0.9895  -0.25
H2 -0.5365 -0.6269 -1.2188  0.34
H3 -1.4684 -1.3391 1.6989  0.24
H4 -1.4144 -2.4875 0.5904  0.24
H5 -0.3603 1.1897 1.2678  0.41

Values from the calculation:
**Kohn-Sham gap**: 9.69 eV
**Net charge**: 0
**Energy relative to the best compared isomer or geometry (same formula, charge and spin)**: 170.22 kJ/mol
**SMILES**: [H]/N=C1\[C@@H](N)[C@@H]1C(F)(F)F
**E_HOMO**: -8.961 eV

ORCA calculation (the ωB97M-V functional and the def2-TZVPD basis) on one molecule with the formula C4H5F3OS at a distorted geometry.

Each line ends with the Mulliken charge.
Atoms and positions in Å:
F1 -0.1459 0.0694 2.6982  -0.33
C1 0.2881 0.5791 1.4918  0.19
C2 -0.5062 -0.0732 0.3608  -0.66
C3 0.0739 0.2652 -1.0028  -0.63
S1 -0.0630 2.0695 -1.2573  0.04
O1 0.8540 2.5184 -0.0383  -0.41
C4 0.1307 2.0843 1.5005  0.68
F2 -1.1030 2.5483 1.4667  -0.22
F3 0.8308 2.7461 2.3975  -0.24
H1 1.3617 0.3617 1.4202  0.28
H2 -1.5429 0.2640 0.4179  0.28
H3 -0.4953 -1.1545 0.5229  0.34
H4 1.1303 0.0030 -1.0652  0.32
H5 -0.4823 -0.2221 -1.7994  0.35

Values from the calculation:
**Kohn-Sham gap**: 9.37 eV
**Net charge**: 0
**Energy relative to the best compared isomer or geometry (same formula, charge and spin)**: 0.00 kJ/mol
**SMILES**: F[C@H]1CCSOC1(F)F
**E_HOMO**: -8.599 eV

ORCA calculation (the ωB97M-V functional and the def2-TZVPD basis) on a 2-piece molecular cluster, C4H5FN2 overall at a distorted geometry.

Each line ends with the Mulliken charge.
Atoms and positions in Å:
C1 -0.6764 -1.9978 0.0681  -0.02
C2 -0.9785 0.0838 0.6877  0.05
C3 -0.0080 -1.0997 -0.7728  -0.10
C4 0.6551 1.3302 -0.7898  -0.86
N1 -1.3012 -1.1731 0.9223  -0.50
N2 -0.1114 0.1754 -0.3585  0.23
F1 2.1244 -0.0223 1.3582  -0.52
H1 -0.8076 -3.1227 0.2482  0.34
H2 -1.3751 0.9136 1.2573  0.41
H3 1.1258 1.0659 -1.6803  0.36
H4 -0.0543 2.1955 -0.9741  0.31
H5 1.4071 1.6512 0.0337  0.31

Values from the calculation:
**Kohn-Sham gap (alpha / beta)**: 4.58 / 6.94 eV
**Net charge**: 0
**Energy relative to the best compared isomer or geometry (same formula, charge and spin)**: 710.78 kJ/mol
**E_HOMO (alpha / beta)**: -8.210 / -10.238 eV